This record from OMol25 describes the molecule C7H10. The level of theory is ωB97M-V with the def2-TZVPD basis set.

## Properties
Gap between HOMO and LUMO   9.757 eV
E_tot   -272.641860 Eh
Lowest unoccupied orbital energy   1.2 eV
Max |F|   0.3 eV/Å
HOMO energy   -0.3153 hartree

The geometry in XYZ format:
```
17
Properties=species:S:1:pos:R:3:nbo_charge:R:1
C 0.981 -1.577 -1.751 -0.637
C 0.165 -0.326 -1.595 -0.205
C -0.052 0.273 -0.431 0.027
C -0.910 1.451 0.015 -0.430
C -0.339 1.258 1.428 -0.209
C -0.622 -0.121 1.928 -0.411
C 0.503 0.077 0.948 -0.271
H 1.936 -1.407 -2.261 0.212
H 0.421 -2.311 -2.343 0.215
H 1.185 -2.029 -0.774 0.211
H -0.308 0.079 -2.490 0.198
H -0.628 2.402 -0.450 0.220
H -1.994 1.316 -0.081 0.205
H -0.043 2.060 2.096 0.219
H -1.519 -0.654 1.616 0.209
H -0.308 -0.322 2.949 0.222
H 1.532 -0.168 1.195 0.225
```

=====

This record from OMol25 describes a cluster of 10 separate species, C42H82N2O18 in total. The level of theory is ωB97M-V with the def2-TZVPD basis set.

## Properties
Gap between HOMO and LUMO   8.820 eV
E_tot   -3112.771836 Eh
Lowest unoccupied orbital energy   -0.2 eV
Max |F|   3.2 eV/Å
HOMO energy   -0.3331 hartree

The geometry in XYZ format:
```
144
Properties=species:S:1:pos:R:3:lowdin_charge:R:1
O 3.432 2.355 -0.651 0.045
N 3.174 2.514 -1.840 -0.334
O 4.024 2.477 -2.713 0.070
C 1.807 2.836 -2.264 -0.151
C 0.792 2.920 -1.294 0.013
C -0.508 3.109 -1.788 -0.035
C -0.733 3.268 -3.175 -0.032
C 0.334 3.161 -4.074 -0.048
C 1.616 2.938 -3.596 -0.014
H 0.900 3.023 -0.230 0.103
H -1.394 3.176 -1.190 0.079
H -1.700 3.494 -3.579 0.086
H 0.070 2.988 -5.069 0.077
H 2.389 2.835 -4.350 0.126
O -0.994 -5.707 0.737 0.093
N -0.005 -5.061 0.495 -0.330
O 0.295 -4.041 1.118 0.055
C 0.809 -5.385 -0.733 -0.134
C 1.200 -6.717 -0.933 0.008
C 1.885 -6.972 -2.131 -0.077
C 2.190 -5.955 -3.015 -0.060
C 1.908 -4.580 -2.726 -0.015
C 1.223 -4.332 -1.532 -0.016
H 0.808 -7.567 -0.399 0.116
H 2.282 -7.932 -2.384 0.101
H 2.728 -6.203 -3.886 0.088
H 2.045 -3.765 -3.425 0.083
H 0.777 -3.330 -1.213 0.128
C 1.697 -1.461 -5.250 -0.022
C 0.834 -0.152 -5.217 -0.437
C -0.559 -0.263 -4.597 -0.007
O 1.276 0.870 -5.725 0.033
H 2.609 -1.353 -5.815 0.065
H 1.039 -2.210 -5.868 0.112
H 1.781 -1.772 -4.188 0.038
H -0.409 -0.167 -3.501 0.080
H -0.904 -1.304 -4.791 0.096
H -1.288 0.474 -4.850 0.039
C 0.395 -0.244 -0.159 -0.005
C 1.528 -0.943 -0.798 -0.449
C 2.735 -1.518 -0.036 0.024
O 1.510 -1.150 -2.005 0.024
H 0.655 0.692 0.428 0.089
H -0.015 -0.904 0.623 0.090
H -0.363 0.026 -0.859 0.048
H 3.063 -0.796 0.741 0.084
H 3.510 -1.616 -0.779 0.064
H 2.500 -2.415 0.478 0.061
C -2.644 3.418 -6.752 -0.081
O -3.081 3.080 -5.428 -0.176
C -3.774 1.864 -5.490 -0.226
C -4.064 1.372 -4.092 -0.215
O -2.918 0.973 -3.401 -0.211
C -3.277 0.548 -2.124 -0.085
H -2.245 4.407 -6.774 0.081
H -3.371 3.336 -7.486 0.064
H -1.707 2.888 -6.980 0.096
H -3.146 1.040 -5.949 0.137
H -4.758 1.906 -6.071 0.149
H -4.682 0.434 -4.106 0.143
H -4.568 2.117 -3.489 0.107
H -3.872 -0.295 -2.225 0.071
H -3.769 1.281 -1.491 0.080
H -2.347 0.209 -1.746 0.070
C -4.747 4.209 -1.378 -0.085
O -5.110 4.571 -0.012 -0.186
C -5.142 3.425 0.886 -0.177
C -3.836 3.228 1.513 -0.235
O -2.858 2.764 0.645 -0.203
C -1.890 1.984 1.301 -0.073
H -4.507 5.134 -1.927 0.095
H -5.548 3.602 -1.870 0.083
H -3.918 3.432 -1.337 0.066
H -5.436 2.562 0.363 0.106
H -5.939 3.592 1.618 0.136
H -4.005 2.556 2.268 0.090
H -3.434 4.144 1.953 0.146
H -1.182 1.572 0.603 0.044
H -2.363 1.147 1.790 0.079
H -1.343 2.679 1.987 0.101
C 2.018 -2.144 4.011 -0.086
O 1.043 -1.635 3.104 -0.211
C -0.006 -0.828 3.555 -0.191
C -0.806 -1.335 4.789 -0.185
O -0.041 -1.230 6.002 -0.219
C -0.361 -2.182 7.021 -0.097
H 2.331 -1.399 4.752 0.088
H 2.923 -2.478 3.505 0.078
H 1.666 -3.003 4.635 0.091
H -0.864 -0.924 2.843 0.120
H 0.404 0.190 3.736 0.123
H -0.993 -2.454 4.635 0.130
H -1.794 -0.896 4.827 0.106
H -0.228 -1.667 7.986 0.088
H 0.371 -2.972 6.922 0.073
H -1.398 -2.576 6.949 0.094
C 6.062 -2.471 -2.574 -0.099
O 6.648 -2.454 -1.289 -0.171
C 6.881 -1.160 -0.861 -0.249
C 7.424 -1.319 0.520 -0.208
O 6.296 -1.427 1.424 -0.173
C 6.870 -1.992 2.635 -0.106
H 6.682 -2.071 -3.336 0.076
H 5.045 -2.028 -2.567 0.088
H 5.889 -3.511 -2.826 0.083
H 6.024 -0.495 -0.942 0.131
H 7.651 -0.742 -1.483 0.119
H 8.001 -0.391 0.748 0.136
H 8.084 -2.186 0.521 0.125
H 7.311 -2.958 2.452 0.073
H 6.041 -2.178 3.337 0.082
H 7.645 -1.358 3.111 0.092
C -0.187 6.027 1.466 -0.088
O 0.034 4.740 2.011 -0.204
C 1.141 4.700 2.865 -0.238
C 1.259 3.461 3.652 -0.260
O 1.200 2.295 2.960 -0.175
C 2.381 1.687 2.488 -0.083
H -0.380 6.719 2.251 0.073
H -1.079 5.988 0.798 0.105
H 0.685 6.296 0.900 0.082
H 1.097 5.594 3.550 0.141
H 2.052 4.874 2.259 0.136
H 0.395 3.347 4.290 0.131
H 2.073 3.683 4.359 0.140
H 2.154 0.626 2.251 0.069
H 3.201 1.607 3.178 0.088
H 2.804 2.147 1.591 0.068
C -2.791 -4.079 2.994 -0.094
O -3.402 -2.830 3.333 -0.229
C -4.177 -2.261 2.256 -0.168
C -5.035 -1.112 2.842 -0.254
O -5.827 -1.521 3.879 -0.187
C -5.500 -0.855 5.089 -0.104
H -1.778 -3.935 2.658 0.049
H -3.383 -4.677 2.329 0.074
H -2.773 -4.616 3.974 0.104
H -4.809 -3.092 1.901 0.125
H -3.469 -1.834 1.539 0.117
H -5.763 -0.732 2.048 0.140
H -4.337 -0.261 3.115 0.114
H -5.111 0.217 4.975 0.103
H -4.612 -1.437 5.465 0.087
H -6.348 -1.021 5.803 0.098
```

=====

This record from OMol25 describes a structure of composition C45H78N11P2ScSe. The level of theory is ωB97M-V with the def2-TZVPD basis set.

## Properties
Gap between HOMO and LUMO   6.501 eV
Net charge   +4
E_tot   -6207.549931 Eh
Lowest unoccupied orbital energy   -10.7 eV
Max |F|   1.4 eV/Å
HOMO energy   -0.6313 hartree

The geometry in XYZ format:
```
138
Properties=species:S:1:pos:R:3:lowdin_charge:R:1
Sc 0.018 0.332 -0.527 0.643
C 0.928 2.038 3.227 -0.191
P 0.010 2.010 1.651 0.994
C 0.792 3.497 0.865 -0.407
N 0.544 4.654 1.438 0.151
C 1.166 5.762 0.983 -0.179
C 0.910 7.017 1.588 0.014
C 1.564 8.117 1.128 -0.006
C 2.491 8.026 0.046 -0.008
C 2.746 6.836 -0.562 0.011
C 2.080 5.673 -0.102 -0.182
N 2.309 4.482 -0.693 0.139
C 1.709 3.409 -0.222 -0.431
P 2.173 1.849 -1.110 0.971
C 2.618 2.487 -2.754 -0.217
C 3.794 1.281 -0.384 -0.692
C 4.482 0.395 -1.435 -0.074
C 3.462 0.461 0.865 -0.094
C 4.712 2.448 -0.017 -0.056
C -1.748 2.365 2.171 -0.697
C -1.878 3.497 3.191 -0.058
C -2.251 1.047 2.790 -0.082
C -2.589 2.673 0.936 -0.094
H 0.945 3.079 3.545 0.070
H 1.947 1.679 3.112 0.040
H 0.430 1.434 3.980 0.035
H 0.204 7.073 2.406 0.128
H 1.388 9.081 1.587 0.131
H 2.992 8.923 -0.292 0.130
H 3.451 6.750 -1.379 0.127
H 3.409 3.223 -2.621 0.064
H 1.777 2.987 -3.234 0.028
H 2.974 1.672 -3.385 0.047
H 3.802 -0.321 -1.896 0.033
H 5.283 -0.173 -0.958 0.115
H 4.936 0.990 -2.227 0.095
H 2.730 -0.334 0.673 0.041
H 3.084 1.099 1.663 0.057
H 4.365 -0.025 1.241 0.113
H 5.058 2.996 -0.894 0.092
H 5.596 2.046 0.484 0.112
H 4.239 3.154 0.666 0.081
H -1.399 3.248 4.139 0.091
H -2.941 3.651 3.395 0.109
H -1.460 4.431 2.827 0.069
H -1.763 0.831 3.742 0.083
H -2.107 0.190 2.126 0.033
H -3.322 1.137 2.989 0.111
H -2.319 3.635 0.488 0.097
H -3.641 2.744 1.222 0.114
H -2.521 1.871 0.188 0.040
N -0.149 1.201 -6.003 0.263
C -0.703 1.319 -4.591 -0.292
C -1.114 2.756 -4.322 -0.085
C -1.754 2.884 -2.940 -0.310
N -0.768 2.614 -1.850 0.050
C -2.950 1.952 -2.813 -0.087
C -2.606 0.501 -3.105 -0.297
N -1.852 -0.121 -1.962 0.023
C -1.887 0.371 -4.450 -0.083
H 0.617 1.858 -6.171 0.185
H -0.875 1.411 -6.696 0.188
H 0.199 0.260 -6.207 0.181
H 0.107 1.035 -3.921 0.114
H -1.858 3.076 -5.060 0.151
H -0.260 3.436 -4.412 0.131
H -2.110 3.912 -2.849 0.164
H -1.200 2.971 -1.001 0.035
H 0.024 3.239 -1.981 0.054
H -3.718 2.273 -3.521 0.151
H -3.399 2.043 -1.821 0.121
H -3.539 -0.053 -3.212 0.162
H -1.662 -1.090 -2.210 0.042
H -2.544 -0.220 -1.215 0.089
H -2.630 0.620 -5.216 0.153
H -1.592 -0.667 -4.627 0.119
C 2.050 -4.043 2.990 -0.085
C 2.630 -2.712 3.474 -0.230
C 1.796 -2.008 4.549 -0.158
C 0.564 -1.277 4.021 -0.145
N -0.552 -2.164 3.692 0.011
C -1.062 -2.404 2.480 -0.568
Se -0.366 -1.890 0.802 0.838
N -2.065 -3.280 2.581 0.008
C -2.906 -3.787 1.483 -0.131
C -3.913 -2.756 0.993 -0.197
C -4.633 -3.227 -0.271 -0.262
C -5.515 -4.454 -0.047 -0.084
C -2.239 -3.604 3.931 -0.121
C -3.146 -4.450 4.565 0.026
C -3.040 -4.541 5.935 -0.024
C -2.075 -3.807 6.655 -0.024
C -1.183 -2.970 6.023 0.018
C -1.286 -2.892 4.635 -0.129
H 2.760 -4.565 2.348 0.082
H 1.126 -3.917 2.420 0.032
H 1.834 -4.700 3.835 0.090
H 2.767 -2.031 2.625 0.085
H 3.619 -2.901 3.892 0.120
H 2.406 -1.258 5.058 0.127
H 1.498 -2.736 5.306 0.115
H 0.810 -0.743 3.106 0.068
H 0.195 -0.564 4.760 0.124
H -3.411 -4.670 1.863 0.125
H -2.247 -4.108 0.676 0.114
H -3.384 -1.817 0.796 0.067
H -4.640 -2.556 1.785 0.132
H -3.890 -3.445 -1.049 0.100
H -5.253 -2.405 -0.635 0.108
H -4.932 -5.341 0.208 0.077
H -6.082 -4.694 -0.946 0.085
H -6.233 -4.273 0.755 0.090
H -3.897 -5.010 4.024 0.125
H -3.716 -5.190 6.475 0.128
H -2.035 -3.907 7.731 0.128
H -0.448 -2.409 6.585 0.124
C -0.159 -2.996 -2.327 -0.208
N 0.812 -1.871 -2.034 -0.133
C 2.027 -2.550 -1.414 -0.193
N 2.588 -3.557 -2.275 -0.068
C 1.587 -4.598 -2.519 -0.115
N 0.406 -4.013 -3.173 -0.069
C 0.820 -3.418 -4.443 -0.135
N 1.818 -2.355 -4.229 -0.071
C 1.254 -1.354 -3.360 -0.212
C 2.985 -2.961 -3.551 -0.121
H -1.037 -2.591 -2.842 0.113
H -0.472 -3.429 -1.381 0.075
H 1.717 -2.998 -0.474 0.075
H 2.776 -1.788 -1.211 0.098
H 1.292 -5.051 -1.573 0.142
H 2.010 -5.366 -3.164 0.146
H -0.057 -3.003 -4.949 0.127
H 1.254 -4.186 -5.080 0.144
H 0.375 -0.927 -3.846 0.080
H 1.997 -0.568 -3.191 0.101
H 3.741 -2.194 -3.379 0.129
H 3.408 -3.728 -4.196 0.145
```

=====

This record from OMol25 describes a structure of composition C14H13N3O3. The level of theory is ωB97M-V with the def2-TZVPD basis set.

## Properties
Gap between HOMO and LUMO   7.662 eV
E_tot   -930.819699 Eh
Lowest unoccupied orbital energy   -0.4 eV
Max |F|   19.9 eV/Å
HOMO energy   -0.2963 hartree

The geometry in XYZ format:
```
33
Properties=species:S:1:pos:R:3:nbo_charge:R:1
C -5.363 -0.773 -0.336 -0.680
C -3.856 -0.662 0.123 0.694
O -3.411 -1.227 0.995 -0.492
N -3.234 0.296 -0.564 -0.601
C -1.968 0.539 -0.476 0.602
N -1.324 0.022 0.653 -0.492
C -0.115 0.393 0.942 0.402
C 0.489 1.585 -0.117 -0.299
C -0.397 2.146 -1.045 0.125
N -1.543 1.664 -1.129 -0.519
H -0.061 3.123 -1.572 0.208
C 1.785 2.147 0.069 0.597
O 2.353 2.798 -0.581 -0.519
C 2.730 1.418 1.258 -0.525
H 3.753 1.383 0.821 0.237
C 2.210 -0.154 1.549 -0.183
C 2.544 -1.098 0.239 0.198
C 2.769 -0.653 -1.020 -0.297
C 2.964 -1.709 -1.890 -0.314
C 2.560 -2.751 -0.810 0.138
O 2.331 -2.281 0.202 -0.329
H 2.404 -3.768 -0.868 0.170
H 3.065 -1.818 -2.813 0.193
H 2.912 0.432 -1.322 0.224
H 2.864 -0.397 1.994 0.171
C 0.879 -0.146 1.801 -0.458
H 0.450 -1.379 1.917 0.233
H 0.683 0.499 2.738 0.253
H 2.495 1.844 2.270 0.212
H -3.709 0.811 -1.206 0.418
H -5.936 -1.434 0.076 0.211
H -5.414 -1.063 -1.602 0.199
H -5.910 0.212 -0.293 0.223
```

=====

This record from OMol25 describes a structure of composition C24H44P2Y. The level of theory is ωB97M-V with the def2-TZVPD basis set.

## Properties
Gap between HOMO and LUMO (spin up / spin down)   3.066 / 2.707 eV
Net charge   +1
E_tot   -1661.315244 Eh
Lowest unoccupied orbital energy (spin up / spin down)   -4.0 / -4.2 eV
Max |F|   7.2 eV/Å
HOMO energy (spin up / spin down)   -0.2608 / -0.2530 hartree

The geometry in XYZ format:
```
71
Properties=species:S:1:pos:R:3:lowdin_charge:R:1
Y -0.099 0.434 -0.857 1.249
C -1.013 -2.061 2.832 -0.265
C 0.244 -2.254 2.194 -0.268
C 0.545 -0.772 3.924 -0.249
C -0.828 -1.133 3.890 -0.267
C 1.208 -1.467 2.876 -0.267
C -2.287 -2.727 2.492 -0.092
H -2.196 -3.316 1.571 0.053
H -3.102 -2.002 2.353 0.048
H -2.598 -3.419 3.293 0.085
C -1.873 -0.597 4.786 -0.072
H -2.761 -1.238 4.771 0.065
H -2.185 0.417 4.488 0.068
H -1.506 -0.533 5.819 0.072
C 1.156 0.194 4.860 -0.062
H 0.680 0.133 5.847 0.071
H 1.048 1.232 4.508 0.073
H 2.227 -0.006 4.980 0.065
C 2.643 -1.395 2.533 -0.072
H 3.103 -2.395 2.544 0.079
H 3.181 -0.773 3.257 0.064
H 2.807 -0.970 1.530 0.050
C 0.511 -3.152 1.050 -0.099
H 0.791 -4.165 1.388 0.085
H 1.340 -2.776 0.431 0.054
H -0.371 -3.261 0.403 0.038
C -1.481 1.521 -2.249 -0.417
C -1.789 -0.009 -2.466 -0.327
C -0.785 -1.211 -2.414 -0.211
C 0.702 -0.893 -2.815 -0.198
C 1.690 -0.392 -1.723 -0.361
C 2.164 1.007 -1.889 -0.456
C 1.275 2.205 -1.520 -0.261
C -0.076 2.320 -2.356 -0.111
H -1.147 -1.896 -3.192 0.142
H 0.694 -0.237 -3.706 0.125
H -0.836 -1.785 -1.451 0.108
H 0.212 2.213 -3.411 0.134
H -1.887 1.944 -3.185 0.148
H -2.250 -0.074 -3.471 0.124
H -0.420 3.352 -2.201 0.141
H 1.117 2.342 -0.418 0.094
H 2.473 1.153 -2.942 0.089
H 1.829 3.098 -1.834 0.125
H 1.114 -1.865 -3.139 0.140
H 2.419 -1.156 -1.428 0.098
P -3.551 0.308 -1.656 1.025
C -4.985 0.483 -2.672 -0.161
C -3.662 -0.793 -0.246 -0.171
P 4.189 1.320 -1.241 0.927
C -2.620 1.857 -1.215 -0.189
C 5.010 0.239 -2.465 -0.330
C 4.537 2.952 -2.001 -0.341
H -5.611 1.292 -2.256 0.089
H -5.566 -0.456 -2.660 0.084
H -4.718 0.723 -3.715 0.081
H -3.061 -1.707 -0.391 0.069
H -4.715 -1.081 -0.109 0.077
H -3.326 -0.303 0.681 0.073
H 4.119 3.038 -3.014 0.043
H 5.629 3.082 -2.027 0.048
H 4.120 3.734 -1.354 0.031
H -3.130 2.799 -1.478 0.118
H -2.284 1.877 -0.159 0.062
H 6.092 0.430 -2.420 0.048
H 4.640 0.405 -3.483 0.042
H 4.823 -0.798 -2.164 0.032
C -0.399 1.635 1.245 -0.248
H 0.561 1.464 1.778 -0.002
H -1.187 1.144 1.840 -0.022
H -0.588 2.724 1.229 -0.017
```